# 1
A 2-piece molecular cluster, C4H14N2O overall, computed with ωB97M-V/def2-TZVPD.

```
! wB97M-V def2-TZVPD RIJCOSX def2/J DEFGRID3
* xyz 0 1
C -0.90711 0.93605 -1.74056
C 0.11027 0.96615 -0.59429
C 1.56060 0.91038 -1.10998
N -0.22356 -0.07698 0.38954
C 0.05516 0.24839 1.81360
N 0.31703 -0.88895 2.63953
H -0.53739 1.68965 -2.45097
H -0.83886 0.03438 -2.34665
H -1.94339 1.15217 -1.50705
H -0.02158 1.88311 -0.01437
H 1.78107 1.56079 -1.96920
H 2.15644 1.15481 -0.22882
H 1.84672 -0.09766 -1.43459
H 0.15520 -0.96212 0.07453
H 0.89618 0.92594 1.95992
H -0.85577 0.81223 2.02888
H 1.19022 -1.35496 2.54655
H -0.42424 -1.23890 3.20412
H -1.71364 -3.18849 -0.11866
H -1.19703 -1.85142 -0.29206
O -1.40630 -2.61458 -0.84946
*
```

Orbital gap in eV: 9.560
E_HOMO in eV: -8.645

Atom charges from the natural (NBO) analysis, given in e for atoms 1 to 8: atom 1 (C): -0.612, atom 2 (C): -0.044, atom 3 (C): -0.629, atom 4 (N): -0.674, atom 5 (C): -0.044, atom 6 (N): -0.881, atom 7 (H): 0.197, atom 8 (H): 0.213

# 2
A 2-piece molecular cluster, C4H14N2O overall, computed with ωB97M-V/def2-TZVPD.

```
! wB97M-V def2-TZVPD RIJCOSX def2/J DEFGRID3
* xyz 0 1
N 2.23613 -1.37277 -0.28178
C 1.61694 -2.54417 0.38143
O 0.94331 -2.18614 1.52518
H 2.30541 -1.52247 -1.27962
H 3.17317 -1.22466 0.06261
H 0.94844 -2.98955 -0.37375
H 2.39503 -3.28300 0.60757
C -0.70883 0.44174 0.04545
C -1.21280 1.87235 -0.11390
C -1.98592 2.05515 -1.42080
N -0.07990 0.13225 1.33665
H -1.54210 -0.25161 -0.09193
H 0.02143 0.20408 -0.73254
H -0.34716 2.54203 -0.09231
H -1.83262 2.14889 0.74154
H -1.29575 2.05631 -2.26557
H -2.64482 1.20086 -1.58955
H -2.55063 2.98154 -1.45946
H 0.75017 0.69752 1.48485
H -0.70421 0.30257 2.11319
H 0.51469 -1.26091 1.40274
*
```

Orbital gap in eV: 9.998
E_HOMO in eV: -8.970

Atom charges from the natural (NBO) analysis, given in e for atoms 1 to 8: atom 1 (N): -0.881, atom 2 (C): 0.110, atom 3 (O): -0.778, atom 4 (H): 0.355, atom 5 (H): 0.354, atom 6 (H): 0.122, atom 7 (H): 0.136, atom 8 (C): -0.218

# 3
A 2-piece molecular cluster, C4H14N2O overall, computed with ωB97M-V/def2-TZVPD.

```
! wB97M-V def2-TZVPD RIJCOSX def2/J DEFGRID3
* xyz 0 1
C -0.34136 -1.24000 -0.52900
C -1.26165 -0.46002 0.44753
C -0.77821 0.95767 0.79038
C 0.76373 2.35274 2.01159
N 0.44382 0.99362 1.58302
N -0.44212 -0.91171 -1.93741
H 0.69515 -1.16962 -0.19283
H -0.63356 -2.29516 -0.55411
H -1.27292 -1.03595 1.37864
H -2.33468 -0.43392 0.23523
H -0.73927 1.53776 -0.14490
H -1.55806 1.37214 1.42694
H 1.27928 2.94803 1.25254
H 1.41229 2.23432 2.88308
H -0.11624 2.92777 2.31217
H 1.22131 0.46420 1.22640
H -1.40326 -0.86513 -2.21297
H 0.11428 -0.14936 -2.27800
H 1.87197 -2.66678 -1.87857
H 1.07610 -2.20618 -3.03832
O 2.00338 -2.35444 -2.78142
*
```

Orbital gap in eV: 9.674
E_HOMO in eV: -8.724

Atom charges from the natural (NBO) analysis, given in e for atoms 1 to 8: atom 1 (C): -0.222, atom 2 (C): -0.427, atom 3 (C): -0.216, atom 4 (C): -0.410, atom 5 (N): -0.644, atom 6 (N): -0.872, atom 7 (H): 0.186, atom 8 (H): 0.188

# 4
A 2-piece molecular cluster, C4H14N2O overall, computed with ωB97M-V/def2-TZVPD.

```
! wB97M-V def2-TZVPD RIJCOSX def2/J DEFGRID3
* xyz 0 1
C 1.65760 0.50943 0.50963
C 0.50635 -0.53163 0.39047
C 0.43620 -1.66949 1.46587
N -0.63710 0.35887 0.46133
C -0.93077 1.23665 -0.62895
N -1.16153 2.61063 -0.09123
H 2.44702 -0.04228 1.07263
H 1.39970 1.42978 1.00285
H 2.18421 0.95572 -0.35840
H 0.59524 -1.04371 -0.70237
H 1.44523 -2.19883 1.39730
H -0.27784 -2.43997 1.34295
H 0.29412 -1.17950 2.40089
H -1.25131 0.06017 1.26403
H -1.87375 0.91083 -1.08428
H -0.23237 1.29236 -1.55035
H -0.64499 2.61195 0.69759
H -2.18811 2.90293 -0.09477
H -0.35328 -1.15869 -2.24123
H -1.06186 -2.65166 -2.47066
O -0.35275 -1.96356 -2.78329
*
```

Orbital gap in eV: 8.884
E_HOMO in eV: -8.061

Atom charges from the natural (NBO) analysis, given in e for atoms 1 to 8: atom 1 (C): -0.645, atom 2 (C): -0.019, atom 3 (C): -0.622, atom 4 (N): -0.716, atom 5 (C): -0.060, atom 6 (N): -0.867, atom 7 (H): 0.204, atom 8 (H): 0.210

# 5
C4H14N2O as an isolated structure, computed with ωB97M-V/def2-TZVPD.

```
! wB97M-V def2-TZVPD RIJCOSX def2/J DEFGRID3
* xyz 0 1
C -1.24084 1.36460 -1.08634
C -1.49655 -0.36737 0.60878
N -2.61569 -1.04307 -0.04062
O -0.23880 2.09597 -1.08507
H 1.13798 0.96333 -0.59437
H -2.28611 -1.64073 -0.79158
H -3.26088 -0.37604 -0.45194
H -1.35241 0.54421 -1.81617
H -2.18186 1.69603 -0.62035
H -1.88864 0.31043 1.37034
H -0.98161 -1.14692 1.19211
C 1.79632 0.51970 1.29972
C 1.81479 -0.99899 -0.63863
N 1.17434 0.13803 0.02665
H -0.12319 -0.03540 0.19115
H 1.27927 1.39691 1.68369
H 1.71864 -1.88502 -0.01002
H 1.31849 -1.17746 -1.59158
H 1.69451 -0.30128 2.00982
H 2.85681 0.75669 1.17509
H 2.87544 -0.81364 -0.83069
*
```

Orbital gap in eV: 7.737
E_HOMO in eV: -6.969

Atom charges from the natural (NBO) analysis, given in e for atoms 1 to 8: atom 1 (C): 0.240, atom 2 (C): -0.590, atom 3 (N): -0.841, atom 4 (O): -0.670, atom 5 (H): 0.434, atom 6 (H): 0.342, atom 7 (H): 0.341, atom 8 (H): 0.114

# 6
A 2-piece molecular cluster, C4H14N2O overall, computed with ωB97M-V/def2-TZVPD.

```
! wB97M-V def2-TZVPD RIJCOSX def2/J DEFGRID3
* xyz 0 1
N 1.41640 0.15748 1.55635
C 1.32282 0.15807 0.12564
C 0.27007 -0.88821 -0.29932
N -0.27019 -0.31710 -1.53152
C 0.08419 1.15456 -2.08102
C -1.62517 -0.59660 -1.53830
H 0.78164 -0.48361 1.86714
H 2.32142 -0.12330 1.79322
H 2.21304 0.06889 -0.38875
H 0.61609 1.02350 0.09753
H -0.50582 -1.06836 0.52503
H 0.52454 -2.00203 -0.41000
H 0.95242 1.58016 -1.50422
H 0.30949 0.86262 -3.14968
H -0.56108 2.00603 -1.86028
H -1.93265 -1.75476 -1.66243
H -2.24956 -0.10680 -2.40720
H -2.20315 -0.45309 -0.56005
H -1.58601 1.02506 3.23268
H -0.03265 -0.21512 2.96862
O -0.87283 0.22390 3.00532
*
```

Orbital gap in eV: 8.888
E_HOMO in eV: -8.157

Atom charges from the natural (NBO) analysis, given in e for atoms 1 to 8: atom 1 (N): -0.799, atom 2 (C): -0.244, atom 3 (C): -0.227, atom 4 (N): -0.482, atom 5 (C): -0.452, atom 6 (C): -0.411, atom 7 (H): 0.313, atom 8 (H): 0.348

# 7
A 2-piece molecular cluster, C4H14N2O overall, computed with ωB97M-V/def2-TZVPD.

```
! wB97M-V def2-TZVPD RIJCOSX def2/J DEFGRID3
* xyz 0 1
N -2.51793 0.29742 1.69205
C -1.25416 0.73718 1.14832
C -0.06608 -0.30006 1.05679
N 0.40872 -0.38277 -0.36357
C 0.40362 -1.68464 -0.97444
C 1.77629 0.09899 -0.36723
H -3.24692 0.11983 1.01500
H -2.39921 -0.56981 2.20800
H -0.79259 1.54856 1.72252
H -1.34598 1.14090 0.10726
H -0.41758 -1.27710 1.38843
H 0.67797 0.20485 1.68087
H 0.87653 -2.43798 -0.28853
H -0.56375 -2.15884 -1.18723
H 0.95718 -1.68532 -1.91715
H 1.85433 1.05790 0.14031
H 2.21312 0.24250 -1.38228
H 2.52763 -0.51303 0.20819
H 0.78688 1.98292 -2.57821
H 0.06425 1.42996 -1.32772
O 0.05767 2.14854 -1.98136
*
```

Orbital gap in eV: 9.677
E_HOMO in eV: -8.793

Atom charges from the natural (NBO) analysis, given in e for atoms 1 to 8: atom 1 (N): -0.837, atom 2 (C): -0.222, atom 3 (C): -0.241, atom 4 (N): -0.474, atom 5 (C): -0.411, atom 6 (C): -0.432, atom 7 (H): 0.366, atom 8 (H): 0.350

# 8
C4H14N2O as an isolated structure, computed with ωB97M-V/def2-TZVPD.

```
! wB97M-V def2-TZVPD RIJCOSX def2/J DEFGRID3
* xyz 0 1
N -1.38588 1.34414 1.57881
C 1.25037 1.22060 0.14296
C 1.24373 -0.20291 0.74212
N -0.11626 -0.66004 0.99330
C -0.71694 -1.43671 -0.02546
C -1.27897 -0.55640 -1.17563
H 0.38293 1.39402 -0.47746
H -2.34761 1.40888 1.90266
H 2.09091 1.28637 -0.56813
H 1.36862 2.00117 0.90374
H 1.77270 -0.29265 1.68972
H 1.62442 -0.86510 -0.04692
H -0.78711 0.27773 1.38425
H -1.53805 -2.01499 0.42294
H 0.03823 -2.13769 -0.41553
H -0.42268 -0.20646 -1.75252
H -2.05785 -1.01600 -1.77510
H -1.72852 0.33639 -0.73090
H 1.98038 -1.06414 -2.72679
H -0.77399 2.09200 1.90188
O 1.40159 -0.90821 -1.96793
*
```

Orbital gap in eV: 4.506
E_HOMO in eV: -8.248

Atom charges from the natural (NBO) analysis, given in e for atoms 1 to 8: atom 1 (N): -1.069, atom 2 (C): -0.593, atom 3 (C): -0.298, atom 4 (N): -0.087, atom 5 (C): -0.283, atom 6 (C): -0.621, atom 7 (H): 0.242, atom 8 (H): 0.381

# 9
A 2-piece molecular cluster, C4H14N2O overall, computed with ωB97M-V/def2-TZVPD.

```
! wB97M-V def2-TZVPD RIJCOSX def2/J DEFGRID3
* xyz 0 1
C -0.92095 -0.42533 1.64301
C 0.16227 0.38159 0.91731
C 0.06694 0.37279 -0.62248
C -0.57157 1.78099 -0.86030
N 0.30700 3.09476 -0.86367
N -0.94405 -1.88865 1.05612
H -1.90208 -0.01134 1.55985
H -0.61182 -0.51032 2.73216
H 1.13909 0.00898 1.09182
H 0.16289 1.30023 1.41876
H 1.11180 0.30459 -1.05103
H -0.43807 -0.59601 -0.92427
H -1.38386 1.94697 -0.08533
H -1.06844 1.76199 -1.85788
H 0.62683 3.42508 0.08158
H 1.06915 2.93998 -1.56760
H 0.01499 -2.21118 1.11820
H -0.99949 -2.01074 0.10622
H 1.71031 -3.78256 -0.79418
H 1.28568 -2.44296 -1.56876
O 1.18338 -3.43885 -1.52953
*
```

Orbital gap in eV: 9.936
E_HOMO in eV: -9.318

Atom charges from the natural (NBO) analysis, given in e for atoms 1 to 8: atom 1 (C): -0.210, atom 2 (C): -0.423, atom 3 (C): -0.436, atom 4 (C): -0.213, atom 5 (N): -0.864, atom 6 (N): -0.832, atom 7 (H): 0.194, atom 8 (H): 0.202

# 10
A 2-piece molecular cluster, C4H14N2O overall, computed with ωB97M-V/def2-TZVPD.

```
! wB97M-V def2-TZVPD RIJCOSX def2/J DEFGRID3
* xyz 1 2
C 1.53509 0.22154 -1.88583
N 0.59302 -0.80168 -1.37968
C -0.94069 -0.31968 -1.62522
O -1.25964 -0.39806 -2.86550
H 1.08552 0.55879 -2.82237
H 2.53924 -0.13317 -2.08915
H 1.60589 1.09378 -1.24101
H 0.68120 -1.63420 -1.96970
H -0.97330 0.65375 -1.11846
H -1.49652 -1.02312 -0.97485
C -1.33736 0.91232 1.80895
C -0.43839 -0.32144 1.99867
N 0.92470 -0.12655 1.43558
H -1.87795 1.14738 2.72386
H -0.71350 1.76884 1.54638
H -2.10830 0.78542 1.04867
H -0.35431 -0.63117 3.03670
H -0.90265 -1.15204 1.45378
H 0.74675 -1.11505 -0.40097
H 1.64741 -0.33936 2.11365
H 1.04380 0.85370 1.20650
*
```

Orbital gap (alpha / beta) in eV: 10.904 / 6.692
E_HOMO (alpha / beta) in eV: -13.793 / -13.791

Atom charges from the natural (NBO) analysis, given in e for atoms 1 to 8: atom 1 (C): -0.434, atom 2 (N): -0.569, atom 3 (C): 0.025, atom 4 (O): -0.179, atom 5 (H): 0.230, atom 6 (H): 0.250, atom 7 (H): 0.231, atom 8 (H): 0.426

Calculated energy relative to the best compared isomer or geometry (same formula, charge and spin) in order - 35.5, 25.0, 34.1, 73.1, 100.7, 151.0, 48.5, 195.4, 63.2, 20.3 kcal/mol
Calculated calculated total energy in order - -345.5196, -345.5363, -345.5219, -345.4597, -345.4158, -345.3356, -345.4989, -345.2649, -345.4754, -345.2117 a.u.